Record 1
94
Properties=species:S:1:pos:R:3:forces:R:3 method="wB97M-V/def2-TZVPD" homo_ev=-7.40 relative_energy_kcal_mol=26.2 gap_ev=6.712 energy_ha=-4480.03107 total_charge=0
Ba 1.4819 0.8595 0.8476 -0.5 0.4 0.6
C 3.1031 -4.6530 2.3366 3.0 0.3 1.0
N 3.2487 -3.3642 3.0550 0.8 3.0 0.3
C 3.6938 -3.1599 4.3775 -0.8 0.7 1.4
C 3.7303 -1.7881 4.6724 -0.7 -2.1 -2.4
N 3.3735 -1.1005 3.4728 0.7 -1.7 -0.8
B 3.5706 0.4704 3.2869 0.7 0.3 0.2
N 2.1895 1.1539 3.7299 0.5 -0.2 1.2
C 1.3979 0.6392 4.7863 -0.1 -0.6 0.3
C 0.7191 1.6418 5.3484 0.1 0.5 -0.6
N 1.0418 2.8006 4.6585 0.2 0.7 -0.4
C 0.1142 3.9593 4.6877 0.2 -0.4 -0.4
C 2.0176 2.5175 3.7109 -1.7 -0.1 -0.1
S 2.6792 3.5954 2.5644 -0.3 -0.5 0.3
C 3.1565 -2.0536 2.4512 0.1 -1.5 3.5
S 2.7321 -1.9331 0.8447 0.0 0.4 -0.9
H 4.1566 -5.0897 2.1503 -1.5 0.9 -0.2
H 2.5813 -4.4657 1.4137 -0.3 -0.3 -0.1
H 2.7175 -5.3791 3.0338 -0.9 -0.1 0.0
H 3.7540 -3.9948 5.1394 0.1 1.1 -1.3
H 3.9057 -1.2651 5.6119 0.1 -0.2 -0.5
H 3.7643 0.7398 2.0969 0.0 -0.3 0.4
H 4.5790 0.9440 3.9706 -1.5 -0.9 -0.8
H 1.2773 -0.3941 5.1306 0.7 0.4 -0.7
H 0.0479 1.6635 6.1856 -0.2 -0.1 0.0
H -0.7677 3.7551 4.0534 0.6 0.1 0.0
H 0.5919 4.8962 4.4203 0.2 -0.2 -0.3
H -0.2535 4.0921 5.6902 0.0 -0.2 0.6
C -4.5320 2.0321 1.1080 0.5 -1.0 -0.3
Si -4.4311 0.7622 2.5523 0.5 1.0 -1.5
C -6.1117 0.0190 2.5913 -1.7 -1.0 -0.8
C -4.1882 1.5339 4.2174 -0.8 2.1 0.0
C -3.0908 -0.4709 2.0224 -0.5 0.2 0.2
C -3.2512 -1.8458 1.9570 -1.2 -0.2 2.1
C -2.1692 -2.7494 1.8807 -0.5 0.6 -1.4
C -0.9339 -2.1485 1.6278 -0.8 -0.7 0.4
N -0.8381 -0.8244 1.4926 2.8 -1.0 -0.1
C -1.8180 0.0036 1.7212 0.1 2.3 -0.4
S -1.3645 1.7723 1.5922 -0.1 -1.3 0.2
H -3.7868 2.8095 1.1528 0.4 0.0 0.0
H -5.4558 2.5615 0.9712 -0.9 -0.1 0.1
H -4.3487 1.4059 0.1866 -0.1 0.8 0.8
H -6.8799 0.8462 2.7172 0.9 -1.0 0.2
H -6.2327 -0.7772 3.3631 -0.2 0.7 -0.4
H -6.3900 -0.4649 1.5937 0.5 0.6 1.2
H -5.0948 2.2112 4.2759 0.6 -0.7 0.1
H -3.3890 2.2590 4.4041 0.3 -0.4 -0.5
H -4.2357 0.9007 5.0720 -0.1 -0.8 0.6
H -4.2750 -2.1434 2.3164 1.0 -0.4 -0.9
H -2.3780 -3.8179 1.7456 0.4 0.4 0.6
H 0.0002 -2.7322 1.6197 -0.4 0.4 -0.4
F 2.2999 6.3991 -3.2951 -1.1 0.3 -0.2
C 1.2603 5.7037 -3.7525 -1.8 -1.1 -1.8
F 0.9697 6.0008 -5.0761 1.3 0.2 0.9
F 0.0444 6.0118 -3.1810 1.6 0.4 0.7
C 1.4752 4.2189 -3.6226 -0.2 -1.7 0.7
C 2.4125 3.6833 -2.7088 0.4 2.0 -0.9
C 2.3894 2.3749 -2.3438 -1.9 -2.7 -0.3
C 1.4609 1.4122 -2.9280 0.9 1.9 0.1
C 0.6353 1.9579 -3.8974 -0.4 -0.5 -0.2
C 0.5757 3.3103 -4.2041 0.3 0.8 0.4
P 1.1773 -0.3309 -2.3422 1.1 1.0 1.1
C 1.8674 -1.3949 -3.6084 1.2 -0.1 0.0
C 1.4445 -1.3412 -4.9192 -0.3 0.2 -0.5
C 2.2015 -1.9799 -5.9002 -0.6 -0.3 -1.7
C 3.1929 -2.9114 -5.5869 -0.4 0.8 1.4
C 3.6088 -2.9359 -4.2239 1.2 -0.9 -1.1
C 3.0475 -2.1251 -3.2823 -2.2 0.2 1.7
C 3.7314 -3.7985 -6.6870 0.1 1.0 -1.2
F 4.1974 -2.9510 -7.6999 -0.1 -1.1 1.0
F 2.8363 -4.5992 -7.3043 -0.3 0.6 0.5
F 4.6890 -4.6180 -6.2836 0.6 0.3 0.1
C -0.5890 -0.4539 -2.4892 -1.1 -2.4 0.7
C -1.1966 -1.7277 -2.5664 1.6 -1.2 -1.7
C -2.5588 -1.9082 -2.5581 -1.0 -2.2 -0.2
C -3.3805 -0.8254 -2.3457 -1.5 0.0 -0.1
C -2.8090 0.4143 -2.2308 0.1 1.6 1.2
C -1.4319 0.5514 -2.1256 0.4 0.8 -0.3
C -4.8823 -1.0901 -2.1234 -1.5 1.0 0.4
F -5.6529 -1.0639 -3.3061 1.4 -0.3 2.1
F -5.4776 -0.1401 -1.2688 1.1 -1.3 -1.7
F -5.0840 -2.2825 -1.4791 0.2 1.1 -1.2
H 3.2034 4.3652 -2.3567 -0.6 -0.5 0.3
H 2.9597 2.0356 -1.5134 1.0 -0.1 0.3
H -0.0838 1.2866 -4.3551 -0.1 0.3 -0.1
H -0.2561 3.6520 -4.8054 0.2 0.1 -0.2
H 0.4931 -0.8341 -5.1879 1.0 -0.1 0.1
H 1.9702 -1.7463 -6.9765 0.1 -0.7 1.2
H 4.4525 -3.5347 -3.8699 -0.3 -0.2 -0.5
H 3.2625 -2.2464 -2.1749 0.3 0.4 -1.6
H -0.5401 -2.6118 -2.7792 -0.7 0.8 0.3
H -3.0804 -2.9249 -2.7431 1.4 1.7 0.6
H -3.3317 1.3553 -2.0882 -0.6 -0.5 0.2
H -0.9133 1.4133 -1.7178 -0.9 0.7 -0.4

=====

Record 2
84
Properties=species:S:1:pos:R:3:forces:R:3 method="wB97M-V/def2-TZVPD" homo_ev=-10.03 relative_energy_kcal_mol=9.8 gap_ev=6.568 energy_ha=-5724.31786 total_charge=+1
W -0.1724 -0.0212 0.3338 -0.9 1.1 1.2
O 0.4325 0.1070 2.4295 0.6 0.4 -0.7
C 0.4833 -1.0285 1.9313 -1.0 -1.1 -0.5
C 0.5407 -2.4005 2.4212 0.4 1.0 0.1
C 1.0501 -2.8354 3.6332 0.1 0.1 0.4
C 1.0376 -4.1919 3.8985 0.0 -0.1 0.1
C 0.5163 -5.0786 2.9585 -0.1 0.0 -0.2
C 0.0023 -4.6211 1.7450 0.0 -0.2 0.1
C 0.0271 -3.2618 1.4781 -0.4 -0.6 -0.6
P -0.6039 -2.4281 -0.0405 0.1 -0.2 0.2
C 0.1474 -3.3851 -1.3825 0.1 -0.1 -0.1
C -0.4570 -4.5077 -1.9498 0.2 0.0 -0.1
C 0.2312 -5.2591 -2.9016 -0.1 0.1 0.1
C 1.5172 -4.8974 -3.2855 0.0 0.0 0.0
C 2.1241 -3.7829 -2.7181 0.0 0.0 0.0
C 1.4384 -3.0325 -1.7740 0.0 -0.2 -0.1
C -2.3803 -2.8537 -0.0852 0.0 0.0 -0.1
C -3.0661 -3.3240 1.0341 -0.1 0.0 0.0
C -4.4257 -3.6067 0.9539 0.0 0.0 0.1
C -5.1097 -3.4173 -0.2401 -0.1 0.0 0.0
C -4.4401 -2.9268 -1.3529 0.2 0.1 0.0
C -3.0799 -2.6362 -1.2744 -0.1 0.0 0.0
H 1.4533 -2.1288 4.3509 -0.1 0.0 -0.1
H 1.4375 -4.5646 4.8373 -0.1 0.0 -0.2
H 0.5146 -6.1411 3.1736 0.0 0.1 0.0
H -0.4051 -5.3182 1.0180 0.1 0.1 0.1
H -1.4583 -4.8019 -1.6594 0.0 0.0 0.0
H -0.2440 -6.1294 -3.3441 0.1 0.1 0.1
H 2.0476 -5.4830 -4.0322 -0.1 0.1 0.1
H 3.1276 -3.4957 -3.0183 -0.1 0.0 0.0
H 1.9037 -2.1582 -1.3432 0.0 0.0 0.0
H -2.5517 -3.4607 1.9752 0.0 0.0 0.0
H -4.9510 -3.9781 1.8296 0.1 0.1 -0.1
H -6.1703 -3.6449 -0.3032 0.1 0.0 0.0
H -4.9751 -2.7638 -2.2811 0.1 0.0 0.0
H -2.5654 -2.2426 -2.1453 0.0 0.0 0.0
N -0.4928 2.2674 0.6609 0.9 -0.2 0.1
C 0.4269 3.4190 0.9565 -0.2 -0.3 -0.2
C 1.7470 2.9982 1.5748 0.1 0.0 0.0
C 2.8318 2.7404 0.5345 0.1 -0.1 0.1
C 2.4394 1.7446 -0.5378 0.1 -0.2 0.3
N 2.0536 0.4125 0.0364 -0.6 0.7 0.1
H -1.1292 2.5066 -0.0770 -0.3 0.2 -0.5
H -1.0817 2.1424 1.4654 -0.4 0.0 0.5
H -0.0930 4.0964 1.6196 -0.2 0.2 0.1
H 0.5974 3.9527 0.0258 0.0 0.1 -0.1
H 1.5716 2.1178 2.1910 0.1 -0.1 0.1
H 2.0983 3.7758 2.2566 -0.1 0.0 -0.1
H 3.7548 2.4261 1.0341 0.0 0.0 -0.1
H 3.0640 3.6752 0.0184 0.0 0.0 0.1
H 3.2664 1.6062 -1.2259 0.2 -0.1 -0.1
H 1.6052 2.1050 -1.1203 -0.2 0.1 -0.2
H 2.5949 0.2678 0.8722 0.3 -0.1 0.4
H 2.3290 -0.2990 -0.6113 0.2 -0.4 -0.4
Br 0.0425 0.0612 -2.1833 0.1 0.1 -0.2
Cl -3.2608 0.3304 -4.1748 0.1 0.0 -0.1
C -4.8328 -0.2928 -3.7647 0.1 0.0 0.0
C -5.3532 -1.2909 -4.5613 0.2 -0.1 -0.1
C -6.5863 -1.8393 -4.2604 -0.1 -0.1 -0.1
C -7.2679 -1.3616 -3.1585 -0.2 0.0 0.1
C -6.7427 -0.3503 -2.3647 0.2 0.1 0.0
Cl -7.7338 0.1118 -1.0079 0.3 0.2 0.1
C -5.4908 0.2448 -2.6391 0.0 0.3 0.3
N -4.8546 1.2900 -1.9644 -0.8 -0.6 0.3
C -5.2514 2.0313 -0.7949 0.0 -0.2 -0.4
C -5.8418 3.2693 -0.9932 -0.2 0.2 -0.1
C -6.1742 4.0850 0.0810 0.0 0.0 0.0
C -5.8999 3.6605 1.3718 0.0 0.0 0.1
C -5.2912 2.4264 1.5706 -0.2 0.1 0.1
C -4.9696 1.5980 0.5009 0.2 0.0 0.1
C -4.3147 0.2732 0.8051 -0.1 0.0 -0.2
C -2.8384 0.2445 0.5661 0.2 -0.1 0.4
O -2.0766 -0.2340 1.4689 0.4 0.3 -0.1
O -2.2639 0.6589 -0.4792 0.2 -0.7 0.0
H -4.7783 -1.6363 -5.4157 -0.1 0.1 0.1
H -7.0121 -2.6225 -4.8792 0.1 0.1 0.1
H -8.2403 -1.7678 -2.8916 0.2 0.1 0.0
H -3.8914 1.4079 -2.2147 0.2 -0.1 -0.1
H -6.0455 3.5829 -2.0144 0.0 0.0 0.2
H -6.6456 5.0465 -0.0927 0.0 -0.1 0.0
H -6.1615 4.2816 2.2240 0.0 -0.1 -0.1
H -5.0912 2.0811 2.5841 0.0 0.1 -0.2
H -4.7536 -0.5240 0.1972 0.0 0.0 0.0
H -4.4579 0.0193 1.8536 -0.1 -0.1 0.0